# 1
A molecular structure, CsO8S2 in a non-equilibrium geometry. Source: the OMol25 dataset; level of theory: ωB97M-V with the def2-TZVPD basis set.

Values from the calculation:
ΔE to the lowest compared entry with this formula, charge and spin ... 1.515 eV
Gap between HOMO and LUMO ... 3.3 eV
HOMO ... 0.0865 Ha
F_max ... 1.2 eV/A

```
! wB97M-V def2-TZVPD RIJCOSX def2/J DEFGRID3
* xyz -3 1
Cs 0.38175 -2.03494 0.51228
S 1.97571 0.13044 -1.82468
O 2.95861 -0.24638 -2.88991
O 2.49791 -0.30459 -0.48135
O 1.74959 1.59044 -1.84160
O 0.68721 -0.61257 -2.03792
S -2.05686 0.32386 1.70924
O -2.80897 1.14190 2.70115
O -0.79518 0.98142 1.29352
O -1.67222 -1.00553 2.33538
O -2.91755 0.03594 0.52389
*
```

***

# 2
2 unconnected molecules or ions with the total composition C6H12I. Source: the OMol25 dataset; level of theory: ωB97M-V with the def2-TZVPD basis set.

Values from the calculation:
ΔE to the lowest compared entry with this formula, charge and spin ... 0.098 eV
Gap between HOMO and LUMO ... 6.7 eV
HOMO ... -0.1232 Ha
F_max ... 0.5 eV/A

```
! wB97M-V def2-TZVPD RIJCOSX def2/J DEFGRID3
* xyz -1 1
C 0.53311 -0.65132 0.55232
C 1.83832 -1.30513 1.01088
C 0.54270 -0.40936 -0.95853
C 3.04748 -0.46302 0.59844
C 1.75186 0.43275 -1.37097
C 3.05706 -0.22106 -0.91241
H 0.41810 0.32042 1.06997
H -0.33004 -1.28567 0.83163
H 1.92177 -2.30491 0.54299
H 1.82881 -1.44704 2.10870
H -0.39452 0.09015 -1.27088
H 0.59264 -1.38597 -1.47735
H 3.98469 -0.96256 0.91076
H 2.99757 0.51358 1.11728
H 1.66840 1.43255 -0.90312
H 1.76137 0.57462 -2.46880
H 3.92022 0.41326 -1.19174
H 3.17204 -1.19281 -1.43004
I 1.40295 4.20783 2.19289
*
```

***

> Which of these has the lowest ΔE to the lowest compared entry with this formula, charge and spin?

C6H12I

***

> What is the formula in the second record?

C6H12I

***

> The lowest F_max belongs to which entry?

C6H12I